{
  "formula": "CH7N4O",
  "method": "ωB97M-V/def2-TZVPD",
  "multiplicity": 1,
  "homo_lumo_gap_ev": [10.14, 10.14],
  "homo_energy_ev": [-14.630, -14.631],
  "total_charge": 1,
  "species": ["C", "N", "N", "N", "N", "O", "H", "H", "H", "H", "H", "H", "H"],
  "positions_angstrom": [[-0.471895, -0.279000, 0.736422], [-0.867133, 0.046767, 1.994381], [0.033521, -1.506396, 0.469372], [1.413861, 0.711938, -2.084409], [-0.532995, 0.540664, -0.329859], [-0.171681, 0.087238, -1.541805], [-0.605142, -0.512934, 2.850861], [-1.038436, 1.030846, 2.178748], [0.349280, -1.964289, 1.355767], [0.568561, -1.561605, -0.453298], [1.332571, 0.672923, -3.103501], [1.370979, 1.564937, -1.597668], [-1.381493, 1.168910, -0.475013]],
  "atomic_forces_ev_per_a": [[0.9109, -2.2850, 0.3814], [0.4953, 0.0658, -0.2424], [0.9426, 1.0012, 0.8866], [-1.9555, -3.4202, 1.5849], [-2.1237, 2.8201, -0.3655], [2.6074, 0.0174, -1.6392], [-0.4500, 0.7135, -1.7915], [-0.0913, -0.3039, -0.0007], [-0.0321, -0.0174, -1.7856], [-0.9972, -0.2594, 1.8249], [-0.6719, 0.6469, 0.3617], [-0.2186, 1.8004, -0.0749], [1.5841, -0.7793, 0.8602]],
  "nbo_charge": [0.652, -0.766, -0.747, -0.455, -0.303, -0.307, 0.448, 0.431, 0.420, 0.469, 0.385, 0.355, 0.420]
}

{
  "formula": "CH7N5",
  "method": "ωB97M-V/def2-TZVPD",
  "multiplicity": 1,
  "homo_lumo_gap_ev": [7.45, 8.37],
  "homo_energy_ev": [-19.247, -19.368],
  "total_charge": 2,
  "species": ["C", "N", "N", "N", "N", "N", "H", "H", "H", "H", "H", "H", "H"],
  "positions_angstrom": [[-0.711206, 0.474588, -1.321384], [-0.674755, 1.761309, -1.180007], [-0.471896, -0.617991, -0.406690], [1.051628, -1.951688, 0.721579], [-0.532507, 2.619131, -0.222181], [0.334194, -0.854763, 0.618701], [-1.146347, 0.115923, -2.194435], [-0.526763, -1.427554, -1.015339], [1.117814, -2.771737, 0.116990], [1.633537, -2.267271, 1.489476], [-0.409024, 3.623048, -0.495404], [-0.413376, 2.350071, 0.654213], [0.316998, -0.293669, 1.528118]],
  "atomic_forces_ev_per_a": [[0.7604, 0.9789, 3.6206], [0.0706, 1.3401, 0.0909], [0.0781, 0.0548, -1.9650], [0.7121, -1.6381, -0.5390], [-0.1681, 0.5631, -6.0997], [0.8764, 0.7649, 2.4572], [-0.7496, -0.7118, -1.4937], [-0.2109, -0.6072, 0.2478], [-1.0395, 0.7454, -1.2757], [-0.2688, 1.4754, 1.2858], [-0.1632, -1.1233, 0.1679], [0.3150, -1.2498, 5.2290], [-0.2126, -0.5926, -1.7260]],
  "nbo_charge": [0.247, -0.092, -0.311, -0.455, -0.312, -0.030, 0.263, 0.440, 0.458, 0.473, 0.465, 0.378, 0.473]
}

{
  "formula": "CH7N5O",
  "method": "ωB97M-V/def2-TZVPD",
  "smiles": "NNC(=NO)NN",
  "multiplicity": 1,
  "homo_lumo_gap_ev": 9.40,
  "homo_energy_ev": -8.874,
  "total_charge": 0,
  "species": ["N", "N", "C", "N", "O", "N", "N", "H", "H", "H", "H", "H", "H", "H"],
  "positions_angstrom": [[-2.542318, 0.186902, -0.136429], [-1.529898, -0.864411, 0.064069], [-0.207993, -0.355802, 0.027946], [-0.053978, 0.912469, -0.143152], [1.142551, 1.623319, -0.071041], [0.853076, -1.270268, -0.163364], [2.307031, -0.779928, -0.047687], [-2.783200, 0.594962, 0.665934], [-2.149444, 1.001081, -0.680817], [-1.617439, -1.638576, -0.506816], [0.888562, 2.526188, 0.516153], [0.714683, -1.700693, 0.842129], [2.491156, -0.327963, -1.034266], [2.487216, 0.092714, 0.667346]],
  "atomic_forces_ev_per_a": [[1.7801, -2.2003, -4.9491], [0.7902, 4.1278, 1.7348], [1.8324, 2.7988, -2.5191], [-2.7261, 0.7964, 0.9718], [-0.1783, 2.8114, 2.3709], [0.6953, -0.9955, 5.0070], [-0.3360, 2.6668, -1.0656], [-0.9251, 1.2379, 4.4329], [0.0002, -1.6041, 0.4376], [-0.7190, -1.5823, -1.5473], [0.6987, -3.7609, -2.5665], [0.9246, -0.4279, -2.5586], [-0.4971, -1.1160, 2.5695], [-1.3399, -2.7522, -2.3184]],
  "nbo_charge": [-0.639, -0.451, 0.462, -0.315, -0.580, -0.469, -0.665, 0.341, 0.367, 0.378, 0.479, 0.360, 0.361, 0.371]
}

{
  "formula": "CH7N5O2",
  "method": "ωB97M-V/def2-TZVPD",
  "smiles": "[H]/N=N/NN.NC(=O)O",
  "multiplicity": 1,
  "homo_lumo_gap_ev": [9.98, 9.98],
  "homo_energy_ev": [-9.152, -9.151],
  "total_charge": 0,
  "species": ["H", "N", "N", "N", "N", "H", "H", "H", "N", "C", "O", "O", "H", "H", "H"],
  "positions_angstrom": [[-0.386271, 2.752644, -0.574505], [0.345868, 2.048115, -0.723261], [0.685338, 1.448946, 0.295025], [1.290879, 0.121946, -0.036441], [1.361007, -0.260659, -1.378185], [1.700914, -0.428234, 0.721625], [0.594501, 0.241772, -1.837529], [2.206585, 0.163055, -1.774726], [-1.580040, -0.173481, 1.389289], [-0.767194, -1.102520, 0.770604], [-0.025719, -1.885032, 1.347056], [-1.218681, -1.302424, -0.499491], [-2.294210, 0.257571, 0.820093], [-1.397306, -0.016177, 2.369395], [-0.515670, -1.865522, -0.888949]],
  "atomic_forces_ev_per_a": [[0.9053, 0.2404, 0.8387], [-0.3776, -1.0096, -0.9452], [0.8402, -2.4072, -0.1472], [-1.0737, 3.3224, 0.0681], [0.7314, 0.2477, 0.4294], [-0.3451, 0.5033, -0.6147], [0.0124, -0.2003, 0.1444], [-0.2228, -0.2020, -0.0719], [1.2253, -0.7894, -0.6208], [-2.4647, -1.4067, 1.4176], [0.0827, 1.0860, -0.5179], [1.4211, -0.0114, -0.1483], [0.2158, 0.1544, 0.5770], [-0.3955, 0.2463, -0.3582], [-0.5548, 0.2259, -0.0512]],
  "nbo_charge": [0.351, -0.486, 0.031, -0.362, -0.660, 0.420, 0.376, 0.348, -0.854, 0.893, -0.676, -0.711, 0.408, 0.414, 0.507]
}

{
  "formula": "CH7N5S",
  "method": "ωB97M-V/def2-TZVPD",
  "multiplicity": 1,
  "homo_lumo_gap_ev": 9.22,
  "homo_energy_ev": -15.343,
  "total_charge": 2,
  "species": ["C", "N", "N", "N", "N", "N", "S", "H", "H", "H", "H", "H", "H", "H"],
  "positions_angstrom": [[4.336234, 3.119336, 6.630158], [5.083184, 2.956436, 5.738972], [-4.354556, -0.886962, -3.799116], [-4.158601, -0.021007, -5.815663], [6.039237, 2.674096, 4.961692], [-4.328747, -0.984815, -5.023208], [-4.337975, -2.086190, -2.734541], [3.528374, 3.647975, 7.107240], [-4.347271, 1.011605, -5.551597], [-4.444259, -0.166797, -6.725110], [5.700299, 2.164404, 4.196469], [6.819676, 3.205432, 5.175525], [-4.370890, -2.103405, -5.725195], [-4.310634, -1.395744, -1.672396]],
  "atomic_forces_ev_per_a": [[1.7727, -0.0119, -2.8916], [-3.2654, 0.6366, 4.3647], [0.2077, 2.0038, -1.1761], [0.6446, 6.5137, -0.9604], [-1.5081, -0.5638, 0.6706], [-0.8319, -7.2968, 0.9231], [-0.1581, -3.4063, -1.4177], [-0.0390, -0.1667, 0.2718], [0.4993, -2.4729, 0.3078], [-0.6018, -0.7416, -2.2797], [0.7004, -0.6968, -1.8033], [2.3824, 0.8211, -0.5678], [0.1964, 3.6373, 2.8560], [0.0007, 1.7443, 1.7025]],
  "nbo_charge": [0.344, -0.023, -0.295, -0.541, -0.515, 0.028, 0.413, 0.304, 0.439, 0.407, 0.444, 0.445, 0.406, 0.144]
}

{
  "formula": "CH7N6",
  "method": "ωB97M-V/def2-TZVPD",
  "multiplicity": 1,
  "homo_lumo_gap_ev": 10.28,
  "homo_energy_ev": -14.830,
  "total_charge": 1,
  "species": ["C", "N", "N", "N", "N", "N", "N", "H", "H", "H", "H", "H", "H", "H"],
  "positions_angstrom": [[-1.444382, 1.113186, -0.397947], [-1.977068, 1.843574, -1.425174], [-1.781915, 1.395368, -2.533428], [-0.700065, 0.111401, -0.782609], [-1.042808, 0.358358, -2.578354], [-1.695291, 1.494791, 0.870910], [1.149242, -0.941683, 0.645278], [0.142418, -0.293261, -0.186982], [-0.616395, -0.348696, -3.124054], [-1.251802, 0.914291, 1.509868], [-2.047640, 2.409194, 1.047356], [1.317136, -0.622625, 1.603158], [1.992179, -0.550989, 0.126183], [1.045172, -1.944361, 0.724916]],
  "atomic_forces_ev_per_a": [[1.1508, -0.6309, 0.3187], [-2.4466, 3.0130, 1.9964], [1.6201, -2.5439, -2.6345], [-2.2138, 1.5270, -3.5824], [0.7791, 0.3956, 5.7991], [0.0882, -0.4964, -2.7979], [1.4919, 1.7856, 0.2376], [0.1749, -0.8633, 0.0562], [-0.0897, -0.3326, -1.5311], [0.4989, -0.4740, 1.9345], [-0.2438, 0.4080, 0.2822], [-0.2627, 0.0187, -0.1924], [-1.0867, -1.6081, 0.7217], [0.5394, -0.1988, -0.6079]],
  "nbo_charge": [0.539, -0.257, 0.183, -0.467, -0.194, -0.733, -1.046, 0.431, 0.460, 0.406, 0.444, 0.402, 0.415, 0.418]
}

How do the records compare in relative energy (zero: lowest compared OMol25 entry of this formula, charge and spin)? In the order shown, they have 186.0, 213.3, 356.9, 0.0, 121.1, 323.7 kJ/mol.
How do the records compare in total energy? In the order shown, they have -9148.116, -8576.709, -10642.781, -12693.658, -19413.571, -10081.048 eV.
How do the records compare in max |F|? In the order shown, they have 0.083, 0.119, 0.111, 0.068, 0.144, 0.114 Eh/bohr.